C5H7NO | ωB97M-V/def2-TZVPD

As for the spin multiplicity: 1. The energy above the lowest of the compared OMol25 structures with the same formula, charge and spin is 525.48 kJ/mol. Its net charge is 0. Its SMILES is C1=NCCO1.C#C. The LUMO energy comes out at 0.03459 Ha. Its orbital gap is 10.8 eV.

Each line ends with the natural charge from an NBO analysis.
Geometry (Å):
C (2.258, -0.309, 0.025)  -0.21
H (-1.864, -0.349, 1.069)  0.21
H (0.062, -1.125, -2.195)  0.19
O (-0.137, 0.627, -1.265)  -0.50
H (-0.986, 1.911, 0.316)  0.20
H (-2.048, 0.785, -0.541)  0.18
H (2.253, -0.870, -0.914)  0.24
C (-0.765, -0.200, 0.866)  -0.28
C (-0.996, 0.910, -0.208)  -0.09
C (1.775, 0.305, 0.941)  -0.23
H (1.267, 0.729, 1.652)  0.20
N (-0.501, -1.324, -0.166)  -0.44
C (-0.119, -0.749, -1.244)  0.34
H (-0.200, -0.341, 1.665)  0.21

Cartesian forces, eV/Å:
C -0.7031 0.0241 -0.2475
H 1.2362 -0.4160 0.9797
H 0.6601 -1.2057 -1.3162
O 0.0174 0.3387 -0.6818
H 0.7979 -0.5423 -1.3650
H 0.5963 -0.0366 -0.0261
H 0.8255 0.4846 1.0207
C -6.2660 -1.6783 -6.7657
C -0.4336 1.5966 2.9801
C 3.6023 -2.3699 -3.8747
H -1.6649 2.4121 3.6028
N 0.7219 0.3423 -0.4850
C -1.8083 0.9338 2.9288
H 2.4181 0.1165 3.2498



C17H36CdF6N2O8S2 | ωB97M-V/def2-TZVPD

As for the spin multiplicity: 1. The energy above the lowest of the compared OMol25 structures with the same formula, charge and spin is 49.46 kJ/mol. Its net charge is 0. The LUMO energy comes out at 0.01232 Ha. Its orbital gap is 6.8 eV.

Each line ends with the Mulliken charge.
Geometry (Å):
H (-3.282, -1.866, 0.835)  0.26
H (-0.352, -0.727, -3.882)  0.25
H (-0.762, -2.127, -1.979)  -0.11
H (-1.554, -1.868, -4.465)  0.38
F (-5.669, 0.657, 1.158)  -0.21
C (-1.670, -3.195, 1.553)  -0.81
C (4.182, -0.660, 1.505)  -1.45
H (4.445, -2.465, -1.402)  0.43
H (5.797, -1.723, 0.516)  0.43
O (-1.760, -0.787, 1.745)  -0.27
C (-4.865, 1.534, 1.684)  0.64
H (-2.238, 3.294, -2.203)  0.13
H (1.222, -0.967, -2.433)  -0.25
H (4.615, 0.291, 1.178)  0.48
H (-3.000, -0.454, -1.478)  0.15
O (0.739, -0.504, 0.270)  -0.18
H (2.662, -1.695, 3.466)  0.55
H (2.153, 0.631, 3.384)  0.31
O (-0.714, 2.614, 2.928)  -0.63
C (-1.628, -1.579, -2.343)  -0.05
O (-0.096, 1.817, -1.311)  -0.34
F (0.322, 4.095, 0.745)  -0.22
H (-2.161, -4.138, 1.315)  0.42
H (2.855, -1.420, -2.935)  0.49
H (0.238, 3.557, -2.565)  0.41
C (-2.551, -1.956, 1.643)  -0.43
H (4.457, -2.745, 1.107)  0.36
C (2.278, -0.920, -2.154)  -1.53
H (3.114, 1.467, 2.291)  0.42
H (-0.968, -2.954, 0.748)  -0.05
H (1.469, 1.275, 1.893)  0.03
O (-2.920, 3.699, 2.729)  -0.60
H (2.551, 0.136, -2.216)  0.40
H (-1.422, -0.725, 2.647)  0.13
H (-2.124, -0.310, -4.004)  0.25
H (-1.632, 3.453, -3.821)  0.45
H (4.484, -0.701, -1.164)  0.44
C (-0.882, 4.509, 1.114)  0.76
H (-2.448, -2.301, -2.407)  0.43
C (2.311, 0.718, 2.305)  -1.77
H (2.613, -2.708, 2.033)  0.40
O (-4.149, 3.599, 0.104)  -0.57
H (0.404, 1.958, -3.220)  0.31
H (2.157, -3.398, -1.726)  0.42
O (-3.797, 1.360, -0.760)  -0.71
S (-1.742, 3.168, 2.104)  0.76
S (-3.696, 2.263, 0.362)  0.64
H (0.866, -2.979, -0.711)  -0.18
F (-4.110, 0.985, 2.627)  -0.20
C (2.654, -0.600, 1.602)  1.60
H (4.638, -0.775, 2.496)  0.39
H (2.314, -3.560, 0.078)  0.33
C (-0.220, 2.566, -2.558)  -0.40
H (1.129, -1.802, 2.607)  -0.04
H (0.797, 2.005, -0.985)  0.04
N (-2.101, 2.098, 0.949)  -0.54
C (1.960, -2.947, -0.750)  -1.34
C (4.717, -1.792, 0.646)  -0.74
Cd (-1.084, 0.586, 0.185)  3.77
N (2.130, -0.590, 0.243)  -0.25
H (-1.138, -3.342, 2.493)  0.34
F (-1.574, 4.865, 0.054)  -0.22
O (-2.037, -0.527, -1.453)  -0.34
C (4.109, -1.646, -0.766)  -1.33
C (2.210, -1.802, 2.478)  -1.62
H (-2.229, 1.916, -3.321)  0.07
C (2.555, -1.541, -0.765)  1.40
H (-3.222, -2.062, 2.508)  0.36
F (-5.573, 2.480, 2.234)  -0.21
C (-1.661, 2.771, -2.964)  -0.86
C (-1.378, -1.062, -3.747)  -1.13
F (-0.735, 5.556, 1.924)  -0.23

Cartesian forces, eV/Å:
H 0.5788 0.2268 -0.4202
H -0.1478 0.3867 -0.0433
H 0.0548 0.4017 0.4655
H 0.1917 -0.0992 0.0857
F -0.3343 -0.8826 -0.5876
C 0.3204 0.5528 -0.6063
C 1.1607 -0.0523 0.5014
H -0.1704 0.0247 -0.1885
H 0.0858 -0.1300 0.3724
O -0.6919 -0.5517 0.9568
C 1.3783 0.9590 0.4029
H 0.1017 -0.1197 0.1799
H 0.0123 -0.1159 0.1289
H -0.3693 0.0303 -0.4102
H 0.1320 0.3218 -0.0093
O -0.8174 -0.7808 0.0396
H -0.0089 -0.0037 0.0201
H -0.3198 -0.4384 -0.1007
O 0.2287 -0.0637 -0.2388
C -0.5517 -0.4716 -0.7004
O 0.8618 2.0904 -1.0185
F 0.1649 -0.2042 -0.2101
H -0.3873 0.2036 -0.0271
H -0.0532 -0.2243 0.0753
H 0.1655 -0.0558 0.8364
C -1.2475 -1.3976 0.8366
H 0.1802 -0.1592 -0.1541
C -0.6759 0.1372 -0.2782
H 0.2647 -0.3442 -0.4525
H 0.3137 -0.3724 0.2225
H -0.2304 -0.4938 -0.0252
O 0.4494 0.0956 -0.5956
H 0.1264 -0.0157 0.3868
H 0.1692 0.1413 -0.1760
H 0.2346 0.2811 0.0358
H -0.0169 0.0240 0.0226
H 0.1221 -0.0245 -0.1413
C -0.2792 0.0238 1.0674
H 0.0024 -0.0010 0.2328
C 0.0124 1.1070 0.4386
H -0.4799 -0.2559 0.1185
O 0.5127 -0.4635 0.6245
H -0.5150 0.1859 -0.6745
H 0.4617 -0.2931 0.2389
O 0.3256 -0.5078 0.5236
S 0.1132 0.0139 0.7300
S 0.1059 0.4522 -0.8193
H 0.0325 0.4701 0.3298
F 0.0646 -0.6630 0.1774
C 0.7762 -0.2667 0.3812
H -0.4280 -0.0083 0.1956
H 0.1981 -0.1132 -0.1886
C 0.0727 -0.8956 -0.1643
H -0.0490 -0.3054 -0.2514
H -0.0875 -0.4545 0.1185
N -4.3080 2.9584 0.6366
C -0.7221 -0.1776 -0.1810
C -0.6302 0.2997 -0.9285
Cd 2.6967 -2.2876 -0.7668
N -0.0988 1.2710 -0.0031
H 0.1758 0.0864 -0.0858
F -0.1317 0.0629 -0.3442
O -0.1189 -0.8567 -0.3866
C -0.1973 0.0532 1.2235
C 0.2260 0.6473 -0.1480
H 0.2280 -0.3385 0.3696
C 1.0964 0.1943 -0.9450
H 0.2812 0.3342 0.1461
F -0.4860 0.7639 0.1159
C 0.0144 0.3797 -0.6875
C -0.1403 -0.3911 -0.1975
F 0.0000 0.0997 -0.0819



C5H12N2O | ωB97M-V/def2-TZVPD

As for the spin multiplicity: 1. The energy above the lowest of the compared OMol25 structures with the same formula, charge and spin is 231.69 kJ/mol. Its net charge is 0. Its SMILES is C/N=C\N.C=CCO. The LUMO energy comes out at 0.02639 Ha. Its orbital gap is 9.4 eV.

Each line ends with the natural charge from an NBO analysis.
Geometry (Å):
C (1.453, -0.485, 0.210)  0.29
C (3.099, 0.803, -0.867)  -0.45
H (2.388, 1.313, -1.534)  0.17
C (-1.840, 0.454, 1.248)  -0.21
H (1.071, -0.510, -1.792)  0.38
H (-1.249, 2.370, 0.647)  0.21
H (-1.440, 1.150, -0.697)  0.19
H (3.609, 0.022, -1.444)  0.19
H (-3.204, -1.187, 1.348)  0.18
H (-1.496, -1.641, 1.448)  0.19
H (3.843, 1.528, -0.532)  0.20
O (-2.139, -1.320, -0.423)  -0.72
N (0.825, -0.938, -0.912)  -0.84
H (1.036, -0.864, 1.138)  0.16
H (-2.738, -0.740, -0.909)  0.47
C (-1.500, 1.366, 0.358)  -0.40
H (-0.109, -1.302, -0.839)  0.42
C (-2.198, -0.972, 0.941)  -0.10
H (-1.882, 0.696, 2.301)  0.21
N (2.472, 0.257, 0.310)  -0.51

Cartesian forces, eV/Å:
C 0.1079 -0.0812 0.2014
C -0.0665 -0.1117 0.0038
H 0.0450 0.0251 -0.0233
C -0.1014 -0.3270 -0.0379
H -0.0679 -0.0942 0.0854
H 0.0388 0.2467 0.1408
H 0.0357 -0.1301 -0.1726
H 0.0087 0.0688 -0.0522
H 0.3001 0.0147 -0.0383
H -0.0773 0.0207 0.0284
H -0.0116 -0.0103 -0.2367
O -0.0906 0.0335 -0.3235
N 0.2479 0.0755 -0.5173
H -0.1703 -0.0838 0.0528
H 0.0457 -0.0697 0.0044
C -0.0344 0.0258 -0.0424
H -0.1397 0.0498 0.0020
C -0.2298 0.0511 0.3578
H 0.0230 0.1233 0.1375
N 0.1367 0.1730 0.4298



C42H42Cl3N9O6SSeTaTe | ωB97M-V/def2-TZVPD

The expectation value of S² is 0.7580. As for the spin multiplicity: 2. The energy above the lowest of the compared OMol25 structures with the same formula, charge and spin is 149.20 kJ/mol. Its net charge is +2. The LUMO energy (spin up / spin down) comes out at -0.21541 / -0.21413 Ha. Its orbital gap (spin up / spin down) is 6.1 / 6.8 eV.

Each line ends with the Löwdin spin population.
Geometry (Å):
H (-0.998, 0.222, -4.227)  0.00
C (0.803, 0.424, 4.064)  0.03
N (0.304, 1.046, 0.142)  0.00
C (-0.825, 2.023, 4.492)  0.01
C (3.010, -0.158, 1.312)  0.00
C (2.148, 4.495, -5.607)  0.00
C (5.462, -4.141, -0.509)  0.00
C (1.532, 0.677, 5.172)  0.00
H (4.566, 0.835, -2.422)  0.00
H (4.235, 2.296, -1.459)  0.00
H (-1.593, 1.838, -4.348)  0.00
H (-6.925, -1.324, 2.727)  0.00
C (0.408, 1.751, -3.784)  0.00
H (5.059, -5.170, -0.542)  0.00
H (-3.308, -1.002, 0.394)  0.00
C (-0.969, 1.187, -3.759)  0.00
C (-0.487, 3.673, 6.207)  0.01
H (1.371, -3.757, 0.147)  0.00
H (3.432, 0.752, -1.103)  0.00
H (2.539, 2.935, -0.238)  0.00
H (4.005, -0.115, 1.745)  0.00
C (-5.197, -1.221, 1.426)  0.00
H (-4.707, -1.135, -4.408)  0.00
H (0.761, -1.861, -3.137)  0.00
H (4.596, -2.154, 1.346)  0.00
H (-1.649, 5.441, 5.986)  0.00
C (1.777, -2.176, -3.255)  0.00
Ta (-1.350, 0.888, 1.729)  0.79
C (2.949, 2.810, -3.826)  0.00
H (3.167, 4.910, -5.598)  0.00
H (2.417, 0.104, 5.345)  0.00
C (-1.621, -4.912, -0.532)  0.00
H (1.354, -2.741, 3.400)  0.00
C (0.544, 2.368, 0.399)  0.03
C (-3.844, -0.855, 1.299)  0.01
C (4.039, -2.236, 0.408)  0.00
C (-2.221, -2.918, -2.025)  0.00
C (-5.115, -0.679, 3.727)  0.00
C (2.567, -2.144, -1.981)  0.00
C (0.733, 2.749, -4.659)  0.00
C (2.688, 1.820, -2.904)  0.00
C (1.990, 3.344, -4.644)  0.00
N (-5.564, -0.590, 4.976)  0.01
Se (-4.295, 0.052, 5.949)  0.00
H (5.934, -4.047, 0.444)  0.00
S (-1.082, -1.948, 2.002)  0.01
C (-0.052, 2.487, 5.566)  0.00
C (-1.482, 4.431, 5.614)  -0.01
Cl (-2.851, 2.678, -0.628)  0.01
Cl (-3.449, 4.913, 3.827)  0.00
H (1.546, 4.176, 0.397)  0.00
N (-0.310, -2.826, -0.666)  0.00
H (1.433, 5.262, -5.334)  0.00
C (3.623, -3.071, -1.796)  0.00
C (-3.493, -2.886, -4.058)  0.00
Te (0.672, -0.021, -1.453)  0.00
H (-5.691, -1.613, 0.535)  0.00
N (-3.071, 0.113, 4.676)  0.00
H (2.250, -3.202, 2.071)  0.00
C (-1.932, 2.715, 3.928)  0.00
H (-3.781, -3.356, -4.958)  0.00
H (0.079, 3.080, -5.427)  0.00
N (-2.560, -1.660, -1.720)  0.00
H (-3.668, -0.036, -2.300)  0.00
C (1.409, 1.339, -2.867)  0.00
H (6.163, -3.937, -1.314)  0.00
H (1.271, 3.534, -1.228)  0.00
N (0.487, -3.305, 0.388)  0.00
H (-2.101, -5.548, -1.298)  0.00
H (1.855, -3.208, -3.690)  0.00
C (-3.954, -1.613, -3.725)  0.00
O (-3.642, 2.149, -1.661)  0.00
C (2.411, -1.170, -0.972)  0.00
H (-0.753, -5.430, -0.195)  0.00
C (3.764, 1.402, -1.929)  0.00
H (2.665, 0.805, 0.985)  0.00
C (-3.712, -0.280, 3.537)  0.00
C (1.113, 1.784, 5.939)  0.04
H (1.601, 2.218, 6.798)  0.00
H (3.885, -3.761, -2.616)  0.00
H (2.347, -0.472, 2.123)  0.00
O (-2.629, 1.453, 0.227)  0.03
H (-2.292, -4.896, 0.321)  0.00
H (1.119, -0.408, 3.464)  0.00
N (-0.363, 0.959, 3.712)  0.00
H (3.960, 3.163, -3.940)  0.00
C (-3.419, -1.034, -2.569)  0.00
H (-1.383, 1.084, -2.750)  0.00
C (3.083, -1.244, 0.270)  0.00
C (0.380, -2.726, 1.571)  0.00
C (-2.227, 3.921, 4.486)  0.01
C (1.557, 3.294, -0.183)  0.00
O (-0.154, 2.721, 1.362)  0.00
H (-2.189, -4.563, -3.500)  0.00
C (4.348, -3.096, -0.646)  0.00
C (-2.603, -3.542, -3.196)  0.00
H (1.897, 4.105, -6.628)  0.00
C (-5.864, -1.110, 2.614)  0.01
Cl (0.361, 4.172, 7.605)  0.00
N (-3.138, -0.357, 2.303)  0.01
O (-3.547, 3.675, 0.101)  0.00
N (1.410, -2.836, 2.404)  0.00
H (2.251, -1.539, -4.025)  0.00
C (-1.309, -3.539, -1.038)  0.00
O (-2.393, 2.221, 2.732)  -0.01
O (-1.567, 3.072, -1.117)  0.01

Cartesian forces, eV/Å:
H -0.0291 -0.7740 -0.2857
C -1.5077 -1.6075 -1.2821
N 0.0186 0.3634 0.6216
C 0.7739 -0.7882 -1.5455
C 0.0512 -1.1473 0.6725
C 0.7083 -0.7805 -0.4325
C -1.1068 0.4207 -0.2759
C -0.1362 2.5277 1.9137
H -0.1364 0.2187 -0.0469
H -0.2295 -0.5460 -0.4791
H -0.5226 0.1708 0.0132
H 0.2405 -0.0858 -0.0597
C 0.4226 -0.0838 0.8282
H 0.2018 0.4735 -0.3698
H 0.1887 0.0661 -0.8786
C -0.1887 0.1846 0.1350
C -0.7531 0.7320 -1.0063
H -0.2599 0.1968 -0.2505
H 0.0048 0.6268 -0.6084
H 1.2999 -0.9349 0.1404
H 0.0549 0.4961 0.1257
C -0.4031 -0.4459 -0.5730
H 0.9805 -0.1789 1.0526
H -0.7412 -0.2133 -0.1247
H 0.2285 -0.6235 -0.3713
H -0.3705 -0.3425 -0.0823
C 1.5189 -0.8811 -1.0322
Ta 0.1599 0.4899 0.1970
C 1.0948 0.6131 -0.4026
H -0.4048 -0.1015 -0.1052
H 0.3887 -0.0572 0.3390
C -0.5564 -0.3627 -0.5796
H -0.5547 0.1783 0.1066
C 0.5920 -1.6520 -0.0114
C -0.5746 0.0485 1.5422
C -0.0440 0.6724 0.1662
C 0.4319 0.7101 -0.1066
C 1.1114 0.4020 0.3246
C 1.2722 -0.0184 0.7519
C 0.5786 -0.1908 0.2684
C 0.6799 -0.1871 0.8333
C -0.5745 0.0762 -0.7733
N -0.6433 0.0075 -0.6927
Se 0.7220 -0.0445 0.3453
H 0.5647 0.1722 0.5544
S 0.3732 0.7674 0.1051
C -0.1826 -0.8455 0.1563
C 0.5027 -0.7970 0.3805
Cl -0.4654 1.1450 -1.0251
Cl -0.1338 0.0833 -0.1737
H -0.1013 1.0421 0.5846
N -0.4192 0.1529 -0.5831
H -0.0472 0.2310 -0.1093
C -1.2742 0.4526 -1.4559
C 0.6506 0.5019 1.2793
Te 0.2837 -0.2635 -0.2065
H 0.0613 0.2177 0.2978
N -1.0220 -0.4022 -1.8922
H 1.5384 -0.7413 -0.6075
C 0.8933 -0.5407 -0.7255
H -0.3732 -0.4431 -0.8425
H -0.9530 0.2063 -0.2973
N -1.1543 0.4899 -1.0521
H -0.2361 0.6791 0.2271
C -1.2736 -0.4351 0.1350
H 0.2462 -0.4462 0.0416
H 0.0030 -0.0058 0.5229
N 0.2495 -0.5194 -0.0859
H 0.1430 0.5103 0.2497
H -0.5000 0.8775 0.4507
C -0.1503 -0.3768 -0.5204
O -0.7082 -0.1777 -1.1039
C -1.1572 -0.9203 -0.0910
H 0.8154 -0.2917 0.2177
C 0.6693 0.2972 0.4837
H 0.0913 0.2825 -0.3248
C -0.7017 -0.0587 1.9637
C -0.2101 -0.5915 -0.6310
H 0.5159 -0.5120 0.0629
H -0.2560 0.3049 0.4722
H 0.0755 0.1205 -0.2087
O 0.1868 -0.8619 1.1473
H -0.2921 0.3133 0.1046
H -0.0674 -0.1192 -0.4108
N 0.2618 1.4338 0.7287
H 0.2722 0.2528 0.2458
C 0.3660 -0.8882 0.1802
H -0.0929 0.2603 -0.3396
C -0.1909 0.9392 -1.4885
C -0.2739 0.0488 0.1781
C 0.1631 0.7266 0.6369
C -1.8228 -0.0735 -1.4133
O -0.7275 0.7198 1.1850
H -0.7029 1.5313 0.6439
C 1.0065 -1.3724 1.4966
C 0.0961 -1.5295 -1.0311
H 0.2965 0.5931 0.7544
C -0.0027 -0.0340 -0.2136
Cl -0.0544 0.5296 0.2787
N -0.0115 0.4519 -0.2034
O 0.9141 -0.5891 0.1590
N -0.6451 0.2063 0.5886
H -0.2224 -0.0097 0.3674
C 0.6330 -0.7732 0.5864
O 0.6279 0.1456 1.2458
O -0.0623 0.3041 0.3225



Number 1: energy -8830.7567 eV. Number 2: energy -80109.2782 eV. Number 3: energy -10406.0227 eV. Number 4: energy -192505.1333 eV.